C29H66N10O9 | ωB97M-V/def2-TZVPD

Last column: Löwdin charge in e.
Atoms and positions in Å:
1 C 6.0747 -4.8011 -1.0565  -0.285
2 O 6.4816 -4.1426 -0.0489  -0.050
3 N 5.3417 -5.9429 -0.9523  -0.211
4 C 4.8595 -6.5971 -2.1381  -0.084
5 C 4.8325 -6.4504 0.3074  -0.036
6 H 6.3180 -4.5273 -2.0948  0.130
7 H 3.7958 -6.3592 -2.1351  0.086
8 H 4.7723 -7.6733 -2.2868  0.086
9 H 5.3374 -6.3187 -3.0773  0.088
10 H 5.0012 -7.5262 0.3554  0.092
11 H 5.2923 -6.0346 1.2040  0.089
12 H 3.7896 -6.1361 0.2691  0.095
13 C 8.8966 4.6063 0.6363  -0.425
14 O 9.5105 5.3144 1.3473  0.047
15 N 7.6803 4.8916 0.2509  -0.205
16 C 7.1052 4.1039 -0.8161  -0.066
17 C 6.9701 6.1117 0.6143  -0.024
18 H 9.2943 3.6459 0.2734  0.138
19 H 6.0333 4.0645 -0.6217  0.083
20 H 7.4031 3.0566 -0.8662  0.087
21 H 7.2921 4.5674 -1.7848  0.090
22 H 5.9004 5.9362 0.7287  0.087
23 H 7.3432 6.5485 1.5406  0.090
24 H 7.2068 6.7673 -0.2237  0.097
25 C 0.6899 10.2822 -3.7839  -0.343
26 O 1.5561 10.4482 -4.6056  0.017
27 N 0.2767 9.0342 -3.4130  -0.195
28 C -0.7653 8.7631 -2.3958  -0.047
29 C 0.8541 7.8581 -4.0097  -0.072
30 H 0.0964 11.1167 -3.3795  0.133
31 H -1.3664 9.6709 -2.3450  0.080
32 H -0.3519 8.4499 -1.4371  0.083
33 H -1.4013 7.9461 -2.7367  0.079
34 H 1.5718 7.4063 -3.3250  0.094
35 H 0.1317 7.1731 -4.4536  0.089
36 H 1.4464 8.0902 -4.8948  0.082
37 C 1.1027 4.6339 -10.7629  -0.379
38 O 1.9911 5.2494 -11.2866  0.033
39 N 1.1995 3.6589 -9.8538  -0.188
40 C 0.1006 2.7800 -9.4994  -0.078
41 C 2.4622 3.2241 -9.2247  -0.033
42 H 0.0543 4.7328 -11.0842  0.130
43 H -0.8402 3.1759 -9.8817  0.079
44 H -0.0994 2.6465 -8.4362  0.087
45 H 0.1875 1.7985 -9.9653  0.088
46 H 3.2395 3.9472 -9.4719  0.084
47 H 2.3274 3.1662 -8.1446  0.088
48 H 2.8074 2.2968 -9.6818  0.089
49 C -6.6521 -0.6297 5.1390  -0.310
50 O -6.8285 -0.7949 3.9383  -0.009
51 N -6.7544 0.6376 5.6405  -0.212
52 C -6.3179 0.9482 6.9783  -0.076
53 C -7.1768 1.7179 4.8015  -0.060
54 H -6.3139 -1.3933 5.8565  0.136
55 H -7.1477 1.0985 7.6689  0.086
56 H -5.7423 1.8732 7.0136  0.086
57 H -5.6009 0.2435 7.3996  0.086
58 H -6.3494 2.2946 4.3882  0.094
59 H -7.7652 1.3845 3.9467  0.088
60 H -7.8009 2.3364 5.4465  0.090
61 C -1.0593 -10.6125 2.4722  -0.379
62 O -0.6454 -9.9478 3.4017  0.003
63 N -2.2827 -10.4563 1.9815  -0.175
64 C -2.7726 -11.5417 1.1177  -0.065
65 C -3.2827 -9.3375 2.2374  -0.003
66 H -0.4717 -11.4387 2.0428  0.132
67 H -3.6660 -11.9884 1.5540  0.083
68 H -2.0272 -12.3238 0.9735  0.079
69 H -3.0574 -11.0723 0.1761  0.083
70 H -2.8658 -8.8229 3.1031  0.079
71 H -3.3725 -8.6346 1.4092  0.082
72 H -4.2829 -9.7045 2.4677  0.081
73 C 1.7906 -4.4022 8.4970  -0.365
74 O 1.3221 -3.5388 7.8101  0.024
75 N 2.7510 -4.1531 9.4002  -0.200
76 C 3.2198 -5.2196 10.2512  -0.072
77 C 3.1833 -2.8104 9.6768  -0.049
78 H 1.5920 -5.4818 8.4112  0.135
79 H 3.0105 -6.2405 9.9315  0.085
80 H 2.7244 -5.1754 11.2211  0.085
81 H 4.2813 -5.1371 10.4846  0.088
82 H 4.1900 -2.6953 9.2750  0.091
83 H 2.5266 -2.0479 9.2581  0.091
84 H 3.3306 -2.6069 10.7374  0.087
85 C 0.1606 0.3305 -0.8568  -0.386
86 O 0.5053 1.1740 -1.6505  0.010
87 N -0.8283 0.4757 0.0071  -0.184
88 C -1.6305 1.6755 0.2423  -0.039
89 C -1.0232 -0.5987 0.9842  -0.062
90 H 0.6485 -0.6563 -0.8366  0.136
91 H -2.6969 1.4702 0.1491  0.088
92 H -1.4410 2.3971 -0.5524  0.084
93 H -1.4531 2.1574 1.2037  0.091
94 H -1.8639 -1.2145 0.6647  0.093
95 H -0.1749 -1.0764 1.4745  0.092
96 H -1.3276 -0.0837 1.8953  0.077
97 C -10.0260 0.8544 -6.0207  -0.318
98 O -10.7711 1.2324 -6.9310  0.011
99 N -8.9126 1.4681 -5.4868  -0.193
100 C -8.5935 1.2306 -4.0857  -0.082
101 C -8.5153 2.7508 -6.0119  -0.067
102 H -10.1246 -0.1450 -5.5692  0.128
103 H -7.5158 1.2848 -3.9316  0.078
104 H -8.9228 0.3301 -3.5672  0.089
105 H -8.8004 2.0467 -3.3934  0.082
106 H -9.1108 3.5881 -5.6478  0.094
107 H -7.4653 2.9257 -5.7777  0.087
108 H -8.6093 2.7659 -7.0977  0.091
109 C 4.4352 0.4043 3.7090  -0.078
110 C 3.6848 1.5058 4.2480  -0.302
111 N 3.1265 2.3830 4.7472  0.124
112 H 4.3040 0.4344 2.6273  0.082
113 H 3.9513 -0.5043 4.0674  0.086
114 H 5.5013 0.4130 3.9357  0.089

Forces on the atoms, in the same order (eV/Å):
1.003 0.855 3.306
-1.253 -1.679 -3.033
2.104 -0.074 -0.266
-1.740 0.145 -0.878
-0.098 0.365 -0.146
-0.054 0.050 0.166
-0.349 0.346 -0.828
0.977 -0.472 1.333
0.034 0.767 0.323
-0.460 -0.024 -0.125
0.203 0.402 -0.490
-0.376 -0.671 0.650
0.097 -1.337 -0.563
2.634 2.018 2.494
-2.383 -1.253 -0.793
-1.060 0.136 -0.009
0.861 -0.036 -0.410
-0.091 -0.134 -0.244
-0.153 0.054 -0.373
0.527 0.187 0.321
-0.140 -0.006 -0.181
0.084 -0.116 -0.263
0.225 -0.233 -0.180
-0.607 0.714 0.202
-0.656 -0.935 -0.381
0.592 0.533 -0.232
-0.988 -0.417 0.643
0.503 0.608 -1.062
1.126 0.113 -0.887
0.038 -0.122 0.386
-0.075 -0.118 0.520
0.095 0.303 0.090
-0.030 0.082 -0.171
-0.321 -0.533 0.106
-0.392 -0.169 0.805
0.112 0.654 0.183
-1.001 -0.567 -0.785
0.874 0.582 0.095
0.694 -1.560 2.061
-1.098 0.363 -0.736
0.011 0.987 -1.078
-0.207 0.291 0.014
0.020 0.232 -0.196
0.630 0.173 0.167
0.330 -0.148 0.077
-0.129 0.175 0.175
0.082 -0.214 -0.116
-0.204 -0.315 0.325
0.293 1.704 -1.496
-0.055 -1.054 0.742
0.617 -1.455 0.633
0.282 0.572 0.549
-0.558 0.401 -0.036
-0.211 0.000 -0.064
-0.128 -0.176 0.086
-0.083 0.255 -0.381
-0.368 -0.497 -0.223
0.191 0.098 0.193
0.033 -0.278 0.281
-0.003 0.434 -0.292
0.198 0.951 1.959
0.807 0.267 -0.028
-2.629 -0.664 -1.911
-0.374 1.053 -0.040
1.911 -0.867 0.704
-0.160 0.011 -0.163
-0.022 -0.088 0.052
0.004 0.230 -0.040
-0.021 -0.443 -0.327
-0.260 0.173 -0.036
0.312 -0.230 -0.216
0.235 -0.394 0.046
0.942 -0.198 0.040
-1.151 0.578 -0.987
-0.028 -0.878 0.687
0.059 -0.053 1.259
0.918 0.430 0.092
-0.362 -0.006 -0.085
0.019 0.282 -0.732
-0.101 0.214 0.295
0.115 0.050 -0.383
0.069 0.284 -0.338
-0.018 -0.387 -0.096
-0.462 -0.309 0.233
0.608 0.494 -1.136
0.398 0.535 -0.650
-0.585 -0.865 2.254
0.109 0.258 -1.166
-1.139 1.303 1.147
-0.086 -0.101 0.257
-0.036 -0.389 0.222
0.350 -0.055 0.071
0.253 -0.251 0.067
0.400 -0.548 0.247
0.486 -0.495 -1.354
-0.756 0.117 0.055
-0.601 -0.082 -0.937
1.753 -0.218 1.526
-1.270 -0.075 0.157
1.550 0.581 0.872
0.293 0.368 -0.457
-0.391 0.014 0.129
0.436 -0.637 -0.563
-0.381 -0.186 -0.863
-1.186 0.459 -0.328
-0.094 -0.006 0.281
-0.017 0.011 0.123
-0.092 -0.232 0.062
-0.338 -0.594 -0.732
-0.149 1.332 1.077
0.205 -0.560 -0.473
0.182 -0.160 -0.077
0.312 -0.170 -0.001
-0.214 0.141 0.195

SMILES: CN(C)C=O.CN(C)C=O.CN(C)C=O.CN(C)C=O.CN(C)C=O.CN(C)C=O.CN(C)C=O.CN(C)C=O.CN(C)C=O.CC#N
Lowest unoccupied orbital energy (eV): 0.150
HOMO level (eV): -9.16
Orbital gap (eV): 9.313
Energy relative to the best compared isomer or geometry (same formula, charge and spin) (kcal/mol): 175.4

C5H14NSi | ωB97M-V/def2-TZVPD

Last column: Löwdin charge in e.
Atoms and positions in Å:
1 C -1.0718 -1.0060 1.8092  0.000
2 C 0.9604 -0.9709 0.8947  -0.070
3 C -1.3118 0.3869 -0.2839  -0.181
4 C 1.3613 1.8734 -0.3765  -0.163
5 C 0.8228 -0.8351 -2.2896  -0.146
6 N -1.5509 0.2276 1.2008  -0.143
7 Si 0.6140 0.1046 -0.5243  0.609
8 H -1.6143 -1.8641 1.3218  0.123
9 H -0.9530 -0.7114 2.8615  0.103
10 H 1.6024 -1.0037 1.7851  0.044
11 H 1.0000 -2.0920 0.6979  0.062
12 H -1.7669 -0.5341 -0.6683  0.094
13 H -1.8521 1.1408 -0.6979  0.060
14 H 2.0466 2.0544 -1.1593  0.010
15 H 0.6071 2.7472 -0.3296  0.075
16 H 1.9283 2.0404 0.4714  -0.008
17 H 1.6618 -1.5321 -2.0577  0.029
18 H 0.0403 -1.5093 -2.6037  0.017
19 H 1.1020 0.0479 -2.9591  0.053
20 H -2.6035 0.3152 1.2477  0.192
21 H -1.0229 1.1205 1.6597  0.239

Forces on the atoms, in the same order (eV/Å):
3.017 0.620 -1.947
-2.537 -3.585 2.690
2.174 -4.313 1.132
-2.620 0.175 -0.647
1.474 1.701 2.145
-0.424 4.036 -0.155
-0.790 1.220 -2.209
0.713 0.712 1.356
-0.186 -1.539 -0.239
-0.157 1.226 -0.302
-0.342 1.336 -0.486
0.042 0.025 -0.265
-1.247 2.661 -0.860
0.585 0.336 -1.215
0.844 -1.550 -0.503
1.238 -0.128 2.081
-0.058 0.793 -0.651
-0.606 0.462 -0.202
-0.364 -1.776 0.373
1.282 0.212 0.814
-2.039 -2.624 -0.911

Lowest unoccupied orbital energy (eV): -3.860
HOMO level (eV): -14.01
Orbital gap (eV): 10.147
Energy relative to the best compared isomer or geometry (same formula, charge and spin) (kcal/mol): 94.3
Charge: +1

C2H8N4O14S3V | ωB97M-V/def2-TZVPD

Last column: Löwdin charge in e.
Atoms and positions in Å:
1 V 4.9446 -17.9854 -7.0600  1.035
2 S 7.2930 -19.9027 -8.7777  0.287
3 O 7.0784 -21.3247 -8.5176  -0.423
4 O 6.3581 -19.1042 -7.9008  -0.430
5 O 8.6806 -19.5833 -8.4830  -0.375
6 O 6.9302 -19.5525 -10.1716  -0.396
7 S 3.1223 -17.3391 -4.9924  0.254
8 O 4.1192 -18.4387 -5.1874  -0.442
9 O 3.5790 -16.2937 -4.0942  -0.359
10 O 3.2172 -16.9024 -6.4012  -0.424
11 O 1.8096 -17.8767 -4.5806  -0.426
12 S 6.7156 -16.0115 -6.2947  0.258
13 O 8.0637 -16.0949 -6.8018  -0.356
14 O 6.4918 -14.8681 -5.4242  -0.363
15 O 5.7080 -16.1184 -7.3824  -0.417
16 O 6.2715 -17.3001 -5.7181  -0.409
17 C 4.0445 -17.8397 -10.2049  -0.628
18 O 4.4490 -17.5084 -9.1042  0.002
19 N 4.6871 -18.7634 -10.9336  0.165
20 N 2.8562 -17.4387 -10.7619  0.141
21 H 4.4213 -19.0356 -11.8611  0.076
22 H 5.6416 -19.0508 -10.6358  0.000
23 H 2.5597 -17.7747 -11.6550  0.065
24 H 2.2383 -16.8273 -10.2583  0.095
25 C 3.2704 -20.6435 -8.0511  -0.610
26 O 3.6484 -19.6603 -7.4577  0.020
27 N 4.0820 -21.7133 -8.2833  0.180
28 N 2.0254 -20.8376 -8.5872  0.148
29 H 5.0387 -21.7876 -7.9541  0.082
30 H 3.7233 -22.4674 -8.8332  0.074
31 H 1.7675 -21.5821 -9.1962  0.071
32 H 1.4200 -20.0405 -8.4610  0.106

Forces on the atoms, in the same order (eV/Å):
-0.106 2.183 1.883
0.440 0.970 1.332
-0.932 -1.387 0.010
0.472 -0.722 -0.174
0.123 0.336 -0.309
0.634 -0.292 -0.839
0.486 -0.413 0.560
0.923 -2.223 1.375
-0.332 -0.101 0.369
-1.399 1.749 -2.637
0.149 0.180 -0.430
-0.067 0.037 0.055
0.912 0.474 -0.114
0.180 0.051 -0.049
-1.359 1.466 -2.935
0.955 -2.331 2.705
0.398 -1.611 -0.048
-1.036 0.711 -0.440
-0.244 0.061 -0.749
-0.891 1.013 0.178
-0.364 0.265 -0.071
0.638 -0.337 0.625
0.093 -0.072 -0.033
0.214 -0.021 0.180
2.035 -1.477 -0.543
-1.179 0.104 -0.225
-0.217 -0.419 0.328
-1.039 1.556 0.681
0.348 0.695 -0.317
0.119 -0.135 -0.052
0.155 -0.096 -0.096
-0.107 -0.215 -0.219

Multiplicity: 3
Lowest unoccupied orbital energy (spin up / spin down) (eV): 6.383 / 6.381
HOMO level (spin up / spin down) (eV): 1.32 / 0.89
Orbital gap (spin up / spin down) (eV): 5.064 / 5.494
Charge: -3

C7H32BF4N14O9 | ωB97M-V/def2-TZVPD

Last column: Löwdin charge in e.
Atoms and positions in Å:
1 B 0.3630 -0.3056 0.0994  -1.504
2 F -0.5440 -0.2342 -0.9350  0.122
3 F -0.2901 0.2877 1.0810  0.208
4 F 0.5246 -1.6268 0.4190  0.170
5 F 1.5362 0.2232 -0.2266  0.188
6 O -2.9845 0.3344 -0.9736  -0.035
7 H -2.1020 0.0372 -0.7521  -0.027
8 H -2.8505 1.0094 -1.6389  0.029
9 O -1.4803 -0.7949 3.2043  -0.045
10 H -1.1492 -0.2329 3.9048  0.038
11 H -1.0842 -0.4434 2.4070  -0.011
12 C 1.5914 0.0263 -3.6177  -0.744
13 O 1.8415 -0.2060 -4.7896  0.016
14 N 2.3828 -0.4805 -2.6747  0.165
15 N 0.6532 0.7906 -3.0847  0.173
16 H 3.2387 -0.9556 -2.9234  0.113
17 H 2.0605 -0.3518 -1.7263  0.047
18 H 0.3173 0.7685 -2.1324  0.055
19 H 0.1218 1.2385 -3.8175  0.122
20 C 1.3213 3.8967 -0.9538  -0.860
21 O 1.4633 4.8453 -1.6588  0.052
22 N 2.2505 3.7323 -0.0780  0.169
23 N 0.4418 3.0003 -0.9275  0.213
24 H 2.2394 3.0040 0.6217  0.076
25 H 2.7970 4.5751 0.0271  0.124
26 H 0.5683 2.3896 -0.1331  0.080
27 H -0.3948 3.0567 -1.4906  0.140
28 C -2.0653 -2.7419 -3.9255  -0.700
29 O -3.1830 -2.3182 -4.3837  -0.035
30 N -1.2906 -2.1299 -3.0823  0.176
31 N -1.4435 -3.8530 -4.2909  0.138
32 H -1.6163 -1.2994 -2.6087  0.088
33 H -0.4469 -2.5433 -2.7118  0.116
34 H -1.9686 -4.4425 -4.9210  0.108
35 H -1.0119 -4.3064 -3.4983  0.105
36 C -2.1238 -4.5158 1.1651  -0.729
37 O -1.9245 -5.2866 0.1898  -0.037
38 N -1.7333 -3.2650 1.1727  0.181
39 N -2.4650 -4.9482 2.3564  0.150
40 H -1.2899 -2.8996 0.3421  0.096
41 H -1.8010 -2.5953 1.9258  0.082
42 H -2.6996 -4.2491 3.0466  0.111
43 H -2.4989 -5.9506 2.4753  0.114
44 C 3.8992 -2.5236 0.7476  -0.735
45 O 5.0035 -2.9705 1.0895  -0.012
46 N 2.7377 -3.1505 0.8513  0.174
47 N 3.7753 -1.3676 0.1351  0.161
48 H 1.8571 -2.6660 0.7524  0.069
49 H 2.6955 -4.1153 1.1469  0.116
50 H 2.8808 -0.9018 0.0794  0.057
51 H 4.5443 -1.0022 -0.4081  0.118
52 C 1.0149 2.9440 3.3164  -0.760
53 O -0.1071 3.3178 3.4137  0.093
54 N 2.1135 3.3634 3.8878  0.152
55 N 1.4635 1.9200 2.5965  0.154
56 H 2.9943 3.0099 3.5425  0.108
57 H 2.0031 4.2264 4.4008  0.122
58 H 0.8599 1.4854 1.9132  0.068
59 H 2.4614 1.7641 2.5922  0.110
60 C -3.0498 2.8202 1.3542  -0.855
61 O -3.2916 1.7963 1.9597  0.047
62 N -1.9106 3.3284 1.2200  0.171
63 N -3.9462 3.6234 0.9253  0.169
64 H -1.1333 2.7799 1.5592  0.080
65 H -1.7225 4.2839 0.9522  0.124
66 H -3.4878 4.3957 0.4633  0.106
67 H -4.9258 3.3993 1.0270  0.129

Forces on the atoms, in the same order (eV/Å):
-1.695 -2.447 -0.599
0.068 -0.285 -1.926
-0.770 2.483 3.016
0.251 -1.380 0.220
2.046 2.099 0.066
-0.828 0.104 -0.100
-0.132 0.067 0.173
-0.071 0.111 -0.190
-0.111 -0.694 0.350
-0.069 0.143 0.145
-0.106 0.256 -0.132
2.034 -1.290 -0.568
-0.785 0.761 -0.880
1.088 -1.075 1.816
-2.166 1.907 -1.479
-0.533 -0.036 0.122
1.036 -0.337 -0.558
0.315 -0.041 -0.731
-0.435 0.040 0.490
2.083 2.597 -1.006
-1.203 3.132 -3.251
4.271 -0.595 4.203
-4.684 -4.077 -0.028
0.178 0.409 0.028
0.256 -0.558 0.295
-1.142 -0.340 -0.612
0.211 -0.245 0.362
-4.333 1.684 -2.184
3.096 -1.098 1.145
1.024 3.143 3.113
0.231 -3.178 -1.483
-0.076 -0.209 -0.121
-0.184 0.185 -0.308
0.076 -0.112 0.273
0.060 -0.481 -0.461
2.241 -2.209 -2.831
-0.724 0.998 1.133
0.671 3.271 -1.301
-1.418 -1.201 2.185
-0.332 -0.215 0.079
-0.117 -0.363 0.234
0.041 -0.745 0.267
-0.386 0.461 0.298
2.411 -1.783 0.581
-0.738 -0.175 -0.286
-1.817 -1.973 0.963
0.022 3.466 -1.338
0.299 -0.226 -0.211
0.258 0.409 0.262
0.562 -0.347 -0.254
-0.093 0.009 0.572
1.107 -1.663 -0.935
-2.100 1.107 0.430
1.966 3.617 3.240
-0.674 -2.905 -2.945
-0.143 0.954 0.725
0.779 -0.119 0.079
0.260 -0.388 0.365
-0.700 -0.691 -0.522
-2.749 -3.759 3.089
-0.067 -1.579 0.346
7.959 1.441 -0.983
-3.866 3.100 -2.138
-0.201 0.493 0.200
0.046 -0.416 0.173
-1.835 0.344 -0.326
0.341 0.443 -0.350

Lowest unoccupied orbital energy (eV): 1.896
HOMO level (eV): -7.07
Orbital gap (eV): 8.969
Energy relative to the best compared isomer or geometry (same formula, charge and spin) (kcal/mol): 128.7
Charge: -1

Taking the records one at a time from the top gives total energy values of -2369.15436; -542.79776; -3492.14527; -2154.45916 a.u..